Record 1
Entry from the Open Molecules 2025 dataset: a single C5H2O molecule (ωB97M-V/def2-TZVPD).

Molecular weight in g mol⁻¹: 78.070
Total energy in eV: -7256.941
E_LUMO in eV: -0.55
Relative energy (zero: lowest compared OMol25 entry of this formula, charge and spin) in eV: 3.5676
Net charge: 0

The geometry in XYZ format:
```
8
Properties=species:S:1:pos:R:3:forces:R:3
O -2.87827 0.20179 0.31557 0.64 -0.03 -0.15
C -1.77144 0.21160 -0.14862 -0.70 0.08 -0.03
C 2.29282 -0.31541 0.35221 -0.51 0.08 -0.09
H 3.27230 -0.50960 0.73773 -0.19 0.05 -0.13
C -0.11506 0.14922 -0.53233 0.14 0.03 -0.15
C -1.06402 0.46781 -1.38918 0.16 -0.09 0.28
H -0.91663 -0.10574 0.72460 0.04 -0.02 0.08
C 1.18031 -0.09968 -0.05998 0.41 -0.09 0.18
```
Positions in Å, forces in eV/Å.

Record 2
Entry from the Open Molecules 2025 dataset: a gas-phase ion, C8H20N3 (charge +1) (ωB97M-V/def2-TZVPD).

SMILES: CCCCCCCC(=[NH2+])NN
Molecular weight in g mol⁻¹: 158.269
Total energy in eV: -13082.220
E_LUMO in eV: -3.17
Relative energy (zero: lowest compared OMol25 entry of this formula, charge and spin) in eV: 3.1043
Net charge: +1

The geometry in XYZ format:
```
31
Properties=species:S:1:pos:R:3:forces:R:3
H 0.62756 -1.67721 -0.35625 -0.30 0.78 2.56
H 1.65248 -4.28754 2.02241 0.19 0.02 0.47
H 0.72725 2.06444 -3.58427 0.37 1.01 -0.30
N 0.75696 -3.86348 1.85476 -0.15 0.47 -0.05
C -0.94305 3.63098 -3.64339 -0.31 -1.92 -0.03
C -0.66401 -1.92216 1.58910 2.84 -1.04 -2.10
C -0.63504 1.83184 -2.02150 -0.16 -0.25 2.24
H -0.46113 4.49262 -4.02330 -0.24 1.19 -0.58
C 0.32496 -1.09877 0.63617 -2.60 0.50 -2.28
H 0.36551 -4.13017 0.98138 -0.39 -0.26 -0.55
H -1.37667 -2.40602 0.92681 0.34 -0.85 0.20
C 0.33321 -2.70009 2.35435 -0.07 -0.41 0.10
H -0.73154 0.88213 0.80421 0.27 0.45 1.03
N 0.67009 -1.09950 4.10539 0.11 1.64 -1.90
H -1.25411 2.41962 -1.29434 0.47 -0.14 -0.67
C 0.20044 2.78737 -2.95027 -3.71 -1.45 1.37
H 0.77175 3.41297 -2.29445 0.87 0.20 -0.05
C 0.19013 0.78737 -1.17086 -0.60 1.60 0.51
H 1.28513 -0.40318 3.72488 0.02 0.82 0.26
H 0.47194 0.10681 -1.92706 0.54 -1.53 -0.40
H -1.54532 -0.13672 -0.33075 1.71 -0.35 1.04
H -1.33819 1.23280 -2.58333 -0.35 0.11 -0.53
H 1.07488 1.35798 -0.93428 0.64 -0.15 0.66
H 1.63990 -2.92872 3.63137 2.01 -0.54 1.83
H -1.92019 3.81589 -3.07112 1.96 0.10 -0.12
H 1.13056 -0.63681 1.15703 1.06 -0.29 0.37
N 0.99716 -2.22924 3.41920 -2.18 -1.65 -1.71
H -1.33595 3.00200 -4.45756 0.35 0.42 -0.18
H -1.22503 -1.37393 2.22845 -1.38 2.37 1.89
H 0.69958 -1.03974 5.09295 0.05 -1.11 1.05
C -0.48929 0.10846 0.11426 -1.37 0.23 -4.15
```
Positions in Å, forces in eV/Å.

Record 3
Entry from the Open Molecules 2025 dataset: a single C5H3ClFN molecule (ωB97M-V/def2-TZVPD).

SMILES: C[C@@](F)(Cl)C#CC#N
Molecular weight in g mol⁻¹: 131.537
Total energy in eV: -21960.067
E_LUMO in eV: -0.81
Relative energy (zero: lowest compared OMol25 entry of this formula, charge and spin) in eV: 1.5207
Net charge: 0

The geometry in XYZ format:
```
11
Properties=species:S:1:pos:R:3:forces:R:3
Cl 0.45430 1.28527 -2.01271 -0.36 -0.78 -0.48
C 1.72297 0.43382 0.23977 0.62 0.56 0.73
C 0.28046 0.77219 -0.33955 2.37 0.67 2.33
C -2.66022 -1.83854 0.15289 -7.41 -4.58 3.00
F -0.16519 1.92694 0.28962 0.02 -0.09 0.31
H 1.83547 0.54667 1.42191 -0.85 -0.42 -2.56
N -3.67171 -2.44998 0.52844 6.70 3.93 -2.76
H 2.07067 -0.62588 -0.07472 -0.52 2.01 0.35
H 2.33776 1.28849 -0.18408 -0.23 -1.45 0.44
C -0.64253 -0.26933 0.02552 -2.27 -1.45 -1.86
C -1.56198 -1.06964 -0.04709 1.92 1.59 0.51
```
Positions in Å, forces in eV/Å.

Record 4
Entry from the Open Molecules 2025 dataset: a single C4H5NO molecule (ωB97M-V/def2-TZVPD).

SMILES: C#C/C(C)=N/O
Molecular weight in g mol⁻¹: 83.090
Total energy in eV: -7763.024
E_LUMO in eV: 0.91
Relative energy (zero: lowest compared OMol25 entry of this formula, charge and spin) in eV: 3.5027
Net charge: 0

The geometry in XYZ format:
```
11
Properties=species:S:1:pos:R:3:forces:R:3
H 3.60726 -0.49359 0.53739 -0.02 0.01 -0.21
H -1.44426 -1.20682 -0.85438 0.09 0.11 0.09
C 2.62248 -0.28602 0.18761 -0.42 0.12 -0.08
H -1.81402 2.47295 -0.16074 -0.06 -0.19 -0.09
C -0.82575 -0.98399 0.02061 -0.09 -0.04 0.02
H -1.49885 -0.75453 0.85174 0.04 -0.06 -0.11
N -0.30759 1.41741 -0.31048 0.36 -0.46 0.08
O -1.67993 1.51690 -0.19861 -0.27 0.22 -0.06
H -0.22408 -1.86094 0.26631 -0.13 0.13 -0.06
C 1.49054 -0.01890 -0.12383 0.53 -0.10 0.27
C 0.07420 0.19753 -0.21562 -0.04 0.26 0.16
```
Positions in Å, forces in eV/Å.